Entry 1:
Density functional theory data (ωB97M-V with the def2-TZVPD basis set) for 9 unconnected molecules or ions with the total composition C46H119N9O14.

Properties
Orbital gap (spin up / spin down), eV: 1.16 / 8.45
2S+1: 2
Charge: -1
E_HOMO (spin up / spin down), eV: 0.762 / -6.573
Lowest unoccupied orbital energy (spin up / spin down), eV: 1.9 / 1.9
<S²>: 0.751

Geometry as XYZ:
```
188
C46H119N9O14 (ωB97M-V with the def2-TZVPD basis set)
C 7.136 14.501 -13.001
O 7.760 15.174 -11.886
C 8.124 16.526 -11.968
C 8.789 16.989 -10.615
N 9.883 16.137 -10.202
C 9.979 15.964 -8.708
C 10.874 16.975 -8.032
O 11.112 16.324 -6.689
C 11.407 17.271 -5.578
H 7.078 13.423 -12.853
H 7.548 14.649 -13.999
H 6.084 14.771 -12.913
H 7.313 17.244 -12.093
H 8.784 16.716 -12.814
H 8.073 17.117 -9.803
H 9.169 18.003 -10.743
H 9.788 15.199 -10.563
H 10.439 14.976 -8.722
H 8.965 15.985 -8.309
H 10.257 17.854 -7.846
H 11.874 17.148 -8.429
H 12.248 17.935 -5.781
H 11.522 16.590 -4.735
H 10.500 17.856 -5.422
C 7.630 21.454 -22.882
O 6.925 21.141 -21.706
C 7.060 19.752 -21.301
C 6.321 19.700 -19.845
N 4.872 19.777 -19.646
C 4.204 18.642 -20.264
C 2.665 18.884 -20.374
O 2.526 20.077 -21.179
C 1.139 20.259 -21.612
H 7.261 22.403 -23.272
H 7.698 20.672 -23.638
H 8.587 21.835 -22.524
H 8.118 19.511 -21.196
H 6.693 19.071 -22.069
H 6.666 20.499 -19.189
H 6.767 18.807 -19.408
H 4.479 20.585 -20.108
H 4.314 17.682 -19.760
H 4.698 18.579 -21.233
H 2.276 18.917 -19.356
H 2.146 18.042 -20.832
H 0.324 19.866 -21.005
H 0.901 20.128 -22.668
H 0.933 21.309 -21.402
C -2.176 9.240 -14.977
O -0.970 8.472 -14.938
C 0.223 9.090 -14.473
C 0.638 8.916 -12.983
N 1.718 9.753 -12.651
C 1.920 10.042 -11.185
C 3.230 10.909 -10.975
O 4.339 10.329 -11.596
C 4.866 9.153 -10.911
H -3.015 8.586 -14.741
H -2.253 9.760 -15.932
H -2.148 10.004 -14.201
H 0.145 10.135 -14.773
H 1.086 8.758 -15.051
H 0.751 7.858 -12.744
H -0.207 9.146 -12.334
H 2.577 9.573 -13.150
H 1.905 9.165 -10.538
H 1.060 10.639 -10.879
H 3.368 11.006 -9.898
H 3.133 11.906 -11.405
H 5.240 9.367 -9.910
H 5.668 8.773 -11.544
H 4.115 8.368 -10.816
C -0.379 14.013 -13.495
O -0.715 15.243 -14.144
C -1.461 16.152 -13.310
C -2.030 17.389 -14.060
N -1.134 18.555 -14.004
C 0.173 18.318 -14.709
C 0.158 18.763 -16.186
O 0.142 20.144 -16.249
C -0.463 20.698 -17.355
H 0.103 13.444 -14.290
H -1.270 13.469 -13.180
H 0.282 14.193 -12.647
H -0.838 16.420 -12.457
H -2.340 15.560 -13.057
H -2.879 17.823 -13.531
H -2.140 17.052 -15.090
H -1.706 19.310 -14.354
H 0.567 17.314 -14.551
H 0.986 18.880 -14.249
H -0.645 18.276 -16.739
H 1.067 18.508 -16.733
H -0.447 20.032 -18.217
H -0.046 21.659 -17.658
H -1.443 20.968 -16.963
C 0.031 15.542 -19.932
O -1.325 15.015 -19.980
C -2.281 16.098 -19.727
C -2.353 17.242 -20.834
N -2.619 16.600 -22.098
C -2.278 17.356 -23.313
C -2.881 18.746 -23.367
O -2.178 19.554 -22.376
C -2.326 20.912 -22.790
H 0.376 16.124 -20.787
H 0.784 14.775 -19.748
H 0.302 16.139 -19.061
H -2.084 16.561 -18.760
H -3.262 15.622 -19.702
H -1.332 17.621 -20.876
H -2.977 18.090 -20.554
H -2.406 15.618 -22.202
H -2.724 16.829 -24.157
H -1.207 17.506 -23.443
H -3.950 18.723 -23.155
H -2.835 19.052 -24.412
H -3.359 21.196 -22.590
H -2.120 21.115 -23.841
H -1.555 21.329 -22.141
C 7.435 13.586 -18.501
C 7.171 14.328 -19.882
C 6.883 13.418 -21.100
O 6.358 14.202 -22.200
C 7.482 14.494 -23.040
N 6.035 15.221 -19.604
H 7.407 14.272 -17.654
H 8.360 13.019 -18.607
H 6.530 12.992 -18.378
H 8.085 14.870 -20.125
H 6.120 12.659 -20.928
H 7.822 12.973 -21.429
H 7.932 13.609 -23.490
H 8.157 15.205 -22.563
H 7.059 14.939 -23.941
H 5.268 14.871 -19.048
H 5.604 15.473 -20.482
C 3.117 10.717 -19.207
C 2.452 11.413 -20.379
C 1.001 10.993 -20.568
O 0.870 9.581 -20.465
C 1.005 8.744 -21.586
N 2.538 12.890 -20.287
H 3.181 9.630 -19.252
H 2.608 11.021 -18.292
H 4.082 11.223 -19.187
H 2.964 11.112 -21.294
H 0.629 11.410 -21.504
H 0.321 11.448 -19.848
H 0.687 7.706 -21.483
H 2.024 8.755 -21.974
H 0.255 9.183 -22.244
H 3.471 13.075 -19.947
H 1.907 13.260 -19.590
C 6.537 18.846 -14.525
C 6.623 19.000 -16.032
C 7.719 17.954 -16.492
O 9.022 18.439 -16.581
C 9.946 17.854 -15.756
N 5.362 18.404 -16.436
H 6.010 19.632 -13.984
H 7.572 19.042 -14.245
H 6.227 17.864 -14.168
H 7.014 19.961 -16.366
H 7.508 17.542 -17.478
H 7.672 17.187 -15.719
H 10.900 18.379 -15.704
H 10.052 16.830 -16.116
H 9.468 17.790 -14.779
H 4.569 18.907 -16.064
H 5.334 18.446 -17.445
C 2.537 15.503 -17.104
C 2.953 15.263 -15.602
C 4.028 14.204 -15.421
O 3.639 12.993 -16.003
C 3.729 12.061 -14.958
N 3.331 16.510 -15.007
H 1.508 15.823 -17.266
H 2.843 14.846 -17.919
H 3.014 16.445 -17.375
H 2.110 15.017 -14.955
H 4.359 14.239 -14.382
H 5.015 14.412 -15.834
H 3.454 11.140 -15.472
H 2.987 12.312 -14.200
H 4.689 11.926 -14.459
H 4.140 17.027 -15.320
H 3.701 16.155 -14.136
```



Entry 2:
Density functional theory data (ωB97M-V with the def2-TZVPD basis set) for 11 unconnected molecules or ions with the total composition C46H120N6O22.

Properties
Orbital gap, eV: 8.36
SMILES string: COCCNCCOC.COCCNCCOC.COCCNCCOC.COCCNCCOC.COCCNCCOC.COCCNCCOC.OCCO.OCCO.OCCO.OCCO.OCCO
E_HOMO, eV: -8.181
Lowest unoccupied orbital energy, eV: 0.2

Geometry as XYZ:
```
194
C46H120N6O22 (ωB97M-V with the def2-TZVPD basis set)
C 4.348 3.481 1.477
O 5.077 4.457 0.804
C 4.308 5.562 0.411
C 5.163 6.692 -0.160
N 6.297 6.914 0.738
C 7.298 7.768 0.080
C 8.398 8.132 1.060
O 9.299 7.061 1.258
C 10.403 7.417 2.068
H 4.981 2.765 2.005
H 3.760 2.843 0.803
H 3.673 3.893 2.237
H 3.786 5.978 1.280
H 3.556 5.317 -0.348
H 4.546 7.580 -0.328
H 5.430 6.429 -1.200
H 6.649 5.975 0.900
H 6.818 8.700 -0.220
H 7.717 7.272 -0.801
H 8.024 8.535 2.004
H 8.965 8.947 0.582
H 10.154 8.260 2.722
H 11.180 7.792 1.391
H 10.749 6.569 2.652
C 0.596 4.174 6.956
O -0.284 4.145 5.852
C -0.160 2.964 5.080
C -1.235 2.992 3.998
N -1.434 1.693 3.333
C -2.433 1.853 2.279
C -2.782 0.515 1.659
O -3.450 -0.354 2.546
C -3.874 -1.572 1.971
H 0.211 4.905 7.660
H 1.598 4.387 6.571
H 0.724 3.244 7.524
H -0.329 2.131 5.776
H 0.865 2.847 4.713
H -0.988 3.714 3.218
H -2.162 3.324 4.479
H -1.790 1.060 4.043
H -1.997 2.403 1.444
H -3.331 2.338 2.678
H -1.876 0.019 1.280
H -3.378 0.677 0.750
H -4.375 -2.063 2.808
H -3.042 -2.228 1.700
H -4.617 -1.407 1.188
C 0.548 2.286 0.912
O 0.228 2.875 -0.316
C 1.117 2.534 -1.387
C 0.274 2.340 -2.633
N -0.231 0.979 -2.782
C -1.162 0.590 -1.722
C -1.377 -0.932 -1.791
O -0.157 -1.622 -1.842
C 0.292 -1.933 -0.538
H -0.179 2.488 1.702
H 1.469 2.746 1.285
H 0.682 1.200 1.001
H 1.748 1.677 -1.121
H 1.853 3.344 -1.463
H 0.870 2.620 -3.507
H -0.562 3.041 -2.655
H 0.544 0.320 -2.770
H -2.098 1.097 -1.966
H -0.847 0.869 -0.714
H -1.959 -1.146 -2.691
H -2.077 -1.163 -0.979
H 1.290 -2.367 -0.558
H -0.396 -2.645 -0.074
H 0.410 -1.056 0.109
C 1.267 -6.172 -0.112
O 0.308 -6.343 -1.136
C -0.936 -5.736 -0.890
C -2.110 -6.320 -1.652
N -2.397 -7.723 -1.359
C -1.524 -8.621 -2.107
C -1.649 -10.010 -1.470
O -2.963 -10.513 -1.660
C -3.227 -11.569 -0.763
H 2.120 -6.797 -0.363
H 0.841 -6.379 0.875
H 1.587 -5.121 -0.100
H -0.848 -4.658 -1.097
H -1.164 -5.734 0.188
H -1.891 -6.219 -2.728
H -2.968 -5.656 -1.532
H -3.346 -7.907 -1.660
H -0.465 -8.396 -1.989
H -1.702 -8.672 -3.187
H -1.433 -9.902 -0.402
H -0.904 -10.729 -1.833
H -4.235 -11.925 -0.987
H -3.196 -11.262 0.286
H -2.560 -12.413 -0.972
C -5.975 2.776 -0.273
O -5.099 3.578 -1.016
C -3.738 3.396 -0.752
C -2.888 4.359 -1.565
N -3.210 5.754 -1.278
C -2.281 6.749 -1.742
C -2.938 8.128 -1.784
O -1.918 9.098 -1.858
C -2.473 10.397 -1.737
H -5.768 1.704 -0.367
H -6.974 2.939 -0.679
H -6.014 3.065 0.785
H -3.374 2.410 -1.071
H -3.561 3.594 0.313
H -3.003 4.207 -2.644
H -1.824 4.190 -1.358
H -3.715 5.928 -0.428
H -1.969 6.487 -2.756
H -1.388 6.815 -1.106
H -3.585 8.246 -0.901
H -3.621 8.229 -2.637
H -1.657 11.116 -1.761
H -3.013 10.499 -0.791
H -3.176 10.609 -2.549
C 3.763 -2.895 1.454
O 2.424 -3.312 1.617
C 2.192 -4.251 2.631
C 0.734 -4.147 3.044
N 0.204 -5.033 4.070
C 0.974 -4.918 5.289
C 0.330 -5.601 6.485
O -0.678 -4.715 6.953
C -1.220 -5.169 8.186
H 4.039 -2.202 2.252
H 3.850 -2.412 0.483
H 4.441 -3.754 1.436
H 2.826 -4.002 3.491
H 2.466 -5.290 2.414
H 0.144 -4.248 2.124
H 0.517 -3.090 3.274
H -0.735 -4.714 4.276
H 1.048 -3.865 5.615
H 2.007 -5.256 5.187
H 1.057 -5.743 7.294
H -0.065 -6.594 6.243
H -1.708 -6.140 8.066
H -1.988 -4.470 8.508
H -0.412 -5.241 8.916
O -1.552 2.696 -7.472
C -1.959 2.479 -6.133
C -2.190 1.019 -5.801
O -1.071 0.298 -5.352
H -0.779 2.161 -7.675
H -1.184 2.858 -5.452
H -2.888 3.020 -5.958
H -2.731 0.570 -6.636
H -2.922 1.021 -4.975
H -0.847 0.563 -4.424
O 2.075 -1.136 4.396
C 1.681 -0.108 3.469
C 2.871 0.814 3.272
O 3.888 0.099 2.573
H 1.271 -1.620 4.614
H 1.390 -0.604 2.543
H 0.889 0.531 3.868
H 3.273 1.166 4.225
H 2.535 1.625 2.633
H 4.094 -0.697 3.074
O -2.477 -4.496 -4.830
C -1.295 -3.847 -4.410
C -0.208 -3.956 -5.455
O 0.324 -5.278 -5.518
H -2.389 -4.954 -5.669
H -1.570 -2.786 -4.375
H -0.903 -4.149 -3.434
H 0.633 -3.271 -5.324
H -0.706 -3.721 -6.398
H 0.612 -5.561 -4.645
O 3.261 -4.374 -4.247
C 2.952 -3.984 -2.899
C 3.370 -2.530 -2.705
O 4.777 -2.424 -2.920
H 3.250 -5.335 -4.223
H 1.858 -4.001 -2.814
H 3.454 -4.672 -2.220
H 3.182 -2.139 -1.710
H 2.848 -1.927 -3.451
H 4.968 -2.358 -3.858
O -4.564 0.234 -2.260
C -5.494 0.486 -3.303
C -6.933 0.306 -2.869
O -7.777 0.441 -4.012
H -4.469 -0.717 -2.167
H -5.392 1.440 -3.824
H -5.261 -0.208 -4.120
H -7.191 1.055 -2.113
H -7.100 -0.648 -2.357
H -8.572 -0.052 -3.786
```



| no. | E (Eh) | maximum force (hartree/bohr) |
| --- | --- | --- |
| 1 | -3369.5873 | 0.067 |
| 2 | -3808.0330 | 0.038 |